ORCA calculation (the ωB97M-V functional and the def2-TZVPD basis) on a molecular structure, C23H28N4O3.

XYZ file:
```
58
Properties=species:S:1:pos:R:3:forces:R:3
C 8.2218 -0.0039 0.8538 0.848 -1.428 -6.430
H 8.7071 -0.8617 0.1893 -0.927 1.523 1.290
O 7.1182 0.5692 0.2115 -5.054 -3.367 -0.211
C 5.9378 -0.3810 0.1757 0.226 3.080 -2.458
C 4.7438 0.0110 -0.4805 -0.596 5.680 2.347
C 3.4975 -0.6587 -0.3621 2.082 -0.310 0.857
C 3.4753 -2.0303 0.2123 0.021 9.516 -5.768
C 4.7147 -2.4169 0.4538 -0.317 0.052 0.748
C 5.8274 -1.6487 0.5605 5.828 -2.423 2.712
H 6.8109 -2.1605 1.0624 -2.617 1.036 -1.213
H 4.6865 -3.2595 0.9469 1.014 -5.254 2.140
N 2.3098 -2.5451 -0.1532 10.510 -12.242 8.600
C 1.2421 -2.3803 -0.6638 4.304 14.762 -4.895
O 0.2834 -2.8743 -0.5667 -15.002 -10.139 0.772
C 1.1959 -0.8310 -1.1415 1.197 -2.190 2.333
C 2.2591 -0.0967 -0.8253 0.722 -2.878 -0.386
H 2.3634 0.7891 -1.2684 0.036 4.142 -1.086
C -0.1416 -0.3228 -1.4420 4.547 3.039 -5.468
N -0.8088 0.3613 -0.5031 -7.594 -7.082 3.410
C -2.1168 -0.2616 0.1359 7.540 -4.576 -6.277
O -2.9341 0.3561 0.5556 -7.129 7.906 5.231
N -2.3493 -1.5417 -0.1143 11.260 -4.019 -3.732
C -3.3415 -2.3274 0.0598 -5.261 -1.057 2.026
C -3.2257 -3.7718 0.0681 8.838 3.497 -3.583
C -4.2248 -4.5080 -0.1276 -0.950 -10.439 1.265
C -5.3870 -4.1523 0.4347 -3.364 -9.381 -1.233
C -5.6343 -2.9908 0.5498 -1.669 18.710 1.907
C -4.5540 -1.7761 0.3004 -1.676 -12.576 -0.612
H -4.8094 -0.9103 0.5375 -1.992 7.455 1.503
H -6.5804 -2.4439 0.8802 0.954 -1.596 -0.329
H -6.2883 -4.7348 0.5672 0.432 -1.233 -0.043
H -4.1061 -5.7707 -0.0981 0.133 3.589 -0.839
H -2.1560 -4.1697 -0.3413 -2.300 0.950 1.370
H -1.4115 -2.2938 -0.5164 -2.864 3.513 1.695
C -0.6844 1.5561 -0.0278 5.255 7.782 3.487
H -0.9811 1.9289 1.0255 0.987 -2.474 -0.382
H 0.4577 1.7862 -0.1983 -1.571 0.085 1.181
C -1.3457 2.6672 -0.6679 -2.028 1.135 -9.728
C -1.2683 4.1322 -0.3703 -2.418 2.233 -0.485
N -2.4971 4.7048 0.4684 4.277 -2.649 -0.931
C -2.5623 3.7591 1.7525 -12.581 5.179 -6.513
H -3.1494 2.8896 1.6546 0.145 -1.957 -1.050
H -3.4921 4.3344 2.1975 2.400 -0.594 0.718
H -1.7767 3.6500 2.2086 8.289 -0.432 4.943
C -3.6903 4.8005 -0.4843 5.345 -8.755 0.533
H -3.9031 3.7237 -0.7086 -0.871 0.888 -0.115
H -3.2698 5.1895 -1.2748 1.139 3.064 -4.062
H -4.1730 5.1646 0.2117 -6.844 4.477 5.054
H -1.0902 4.8731 -1.3267 -0.511 -2.066 2.427
H -0.4978 4.2385 0.3044 2.255 0.796 1.304
H -0.8785 2.6576 -1.9817 -0.915 -0.104 3.320
H -2.3683 2.4053 -1.0741 0.630 0.070 1.162
H 0.2819 0.6036 -2.3306 -1.777 -2.498 1.690
H -0.5859 -1.1382 -1.9487 -1.598 -0.136 -0.562
H 2.5459 -3.6718 0.3839 -2.223 3.079 -2.088
H 4.7704 1.3057 -0.4644 -0.529 -3.778 -1.076
H 8.0406 -0.3543 1.7504 -0.835 -1.464 4.756
H 8.7921 0.8313 0.7493 2.797 1.861 0.772
```
Positions in Å, forces in eV/Å.

Properties
Gap between HOMO and LUMO in eV: 7.92
Net charge: 0
Energy above the lowest of the compared OMol25 structures with the same formula, charge and spin in eV: 25.873
HOMO energy in eV: -8.0
LUMO in eV: -0.1

ORCA calculation (the ωB97M-V functional and the def2-TZVPD basis) on a single C23H28N4O6S molecule.

XYZ file:
```
62
Properties=species:S:1:pos:R:3:forces:R:3
C -0.5162 2.6488 -1.1842 0.102 -0.106 0.202
C 0.3285 1.9058 -0.1570 0.067 0.053 -0.314
H -0.2960 1.1929 0.3847 0.022 0.006 0.078
H 0.7314 2.6187 0.5636 0.029 -0.013 0.126
C 1.4812 1.1607 -0.8368 -0.767 0.194 -0.044
N 2.5115 0.7434 0.0957 0.067 -1.271 0.320
S 2.6044 -0.9179 0.3191 0.020 0.199 0.174
O 2.2323 -1.6159 -0.8813 -0.226 0.016 0.096
O 3.8756 -1.2311 0.9047 0.041 0.172 0.150
C 1.3509 -1.2429 1.5647 0.274 0.311 -0.386
C 0.8529 -2.5265 1.6874 -0.018 -0.182 -0.019
C -0.1120 -2.7986 2.6450 0.104 0.116 0.140
C -0.5965 -1.7698 3.4446 0.604 0.014 0.103
C -0.0543 -0.4914 3.3427 -0.024 -0.259 0.054
C 0.9373 -0.2358 2.4125 -0.033 0.124 0.096
H 1.3771 0.7425 2.3203 -0.020 0.127 0.019
H -0.4153 0.2989 3.9851 -0.037 0.095 0.029
C -1.7383 -1.9696 4.3921 0.010 0.090 -0.124
O -1.6903 -2.5520 5.4429 0.079 -0.130 0.109
N -2.8992 -1.3394 3.9735 -0.242 -0.122 0.237
C -3.1273 -0.8456 2.7198 -0.373 0.575 -0.659
N -3.9881 0.0576 2.3686 0.172 -0.334 1.621
N -3.8576 0.2127 1.0343 0.393 -0.199 -1.544
C -2.9335 -0.6029 0.6321 -0.652 0.530 0.470
C -2.3841 -0.8103 -0.6865 0.530 -0.420 -0.488
C -2.7492 0.0297 -1.7393 -0.073 0.090 -0.124
C -2.1493 -0.1599 -2.9756 -0.049 -0.127 0.246
C -1.2060 -1.1770 -3.1577 0.163 -0.114 -0.096
C -0.8798 -2.0354 -2.1161 -0.311 0.311 -0.037
C -1.4741 -1.8392 -0.8683 -0.036 0.074 0.024
H -1.2069 -2.4971 -0.0591 0.029 -0.069 0.079
O -0.0421 -3.0870 -2.2036 -0.174 -0.011 0.237
C 0.7593 -3.2230 -3.3545 0.148 -0.009 -0.181
H 1.3992 -2.3474 -3.4861 -0.023 0.005 -0.022
H 0.1525 -3.3871 -4.2510 0.031 0.015 0.048
H 1.3836 -4.0954 -3.1731 -0.020 0.054 -0.068
H -0.7635 -1.2697 -4.1356 0.065 -0.057 -0.119
O -2.3996 0.5945 -4.0779 0.259 -0.256 0.053
C -3.3772 1.6066 -3.9922 -0.154 0.169 0.016
H -3.0931 2.3796 -3.2719 -0.014 -0.033 -0.004
H -4.3535 1.1963 -3.7191 0.029 0.009 0.007
H -3.4330 2.0434 -4.9879 -0.033 0.006 0.093
H -3.4722 0.8034 -1.5495 -0.078 0.157 -0.050
O -2.4277 -1.3225 1.6732 -0.362 -0.014 0.016
H -3.6621 -1.2621 4.6346 0.104 -0.077 -0.059
H -0.5178 -3.7934 2.7482 -0.035 -0.107 -0.032
H 1.2118 -3.2904 1.0157 -0.033 -0.179 -0.062
C 3.7891 1.4261 0.0026 0.654 0.260 0.041
H 4.4941 0.8225 0.5752 0.131 0.216 -0.111
C 3.7602 2.8514 0.5551 -0.092 -0.313 0.109
C 3.5168 2.9006 2.0574 0.004 0.072 -0.236
H 3.6070 3.9213 2.4226 -0.024 0.043 0.102
H 4.2407 2.2793 2.5786 0.070 -0.064 0.126
H 2.5207 2.5399 2.2983 -0.101 -0.016 0.096
H 2.9959 3.4326 0.0360 0.025 0.108 -0.098
H 4.7289 3.3040 0.3334 -0.032 0.028 -0.105
H 4.1285 1.4517 -1.0433 -0.039 -0.067 0.090
H 1.9291 1.8068 -1.5993 0.069 -0.081 0.016
H 1.0928 0.2694 -1.3380 -0.053 0.230 -0.174
H -1.3896 3.0886 -0.7091 -0.128 0.062 -0.043
H -0.8485 1.9628 -1.9582 -0.083 -0.008 -0.138
H 0.0606 3.4439 -1.6520 0.046 0.109 -0.083
```
Positions in Å, forces in eV/Å.

Properties
Gap between HOMO and LUMO in eV: 8.93
Net charge: 0
Energy above the lowest of the compared OMol25 structures with the same formula, charge and spin in eV: 3.076
HOMO energy in eV: -8.7
LUMO in eV: 0.3